1.
The following is a quantum chemistry calculation of 9 unconnected molecules or ions with the total composition C32H65N4O18P3 in a non-equilibrium geometry, from the Open Molecules 2025 dataset.

```
122
Properties=species:S:1:pos:R:3:forces:R:3
C 34.966325 17.991477 6.428865 0.3 -0.2 -1.0
C 34.038187 16.872820 6.506685 0.6 1.4 0.3
N 33.263206 16.049500 6.625434 -0.9 -1.2 0.0
H 35.441867 17.946989 5.445366 0.2 -0.1 0.1
H 35.754276 17.911805 7.170866 -0.1 0.2 0.1
H 34.462545 18.955803 6.422234 -0.2 -0.1 0.5
C 33.385625 14.263859 9.053793 -1.4 -0.7 0.8
C 33.063512 13.153863 9.963583 0.8 1.3 -0.8
N 32.875145 12.296143 10.685299 -0.5 -1.2 0.9
H 34.391874 14.613842 9.249971 0.2 -0.1 -0.4
H 32.673768 15.054727 9.295759 0.2 0.2 -0.1
H 33.137383 13.885098 8.066796 0.6 0.4 -0.3
C 35.471582 11.126981 4.504298 -0.1 0.2 -0.7
C 34.747114 11.456945 5.729532 -0.8 0.2 1.1
N 34.142291 11.722323 6.684850 1.0 -0.4 -1.3
H 35.889529 10.124682 4.496759 0.1 0.0 0.4
H 36.238727 11.867732 4.287214 0.2 -0.1 0.3
H 34.821839 11.172981 3.628533 -0.3 0.0 0.2
C 33.566024 13.870155 13.562024 -1.5 -0.6 -0.1
C 32.553380 13.663014 14.612901 1.5 0.6 -0.4
N 31.772493 13.488391 15.423675 -0.9 -0.1 0.7
H 32.976777 14.290213 12.744360 0.4 -0.1 -0.3
H 33.855504 12.851120 13.305301 0.5 0.2 -0.4
H 34.387468 14.537694 13.791369 0.0 -0.1 0.4
C 31.455084 18.375141 8.845472 0.7 0.6 0.2
C 30.891727 19.037280 10.098140 -0.4 0.3 -0.7
O 31.886469 19.390004 11.063947 0.8 -0.3 0.4
P 32.735870 18.311653 11.896834 -1.8 -0.3 0.1
O 33.459319 18.846301 13.045555 0.1 0.3 -0.2
O 33.550934 17.497468 10.827121 0.7 -0.9 0.1
C 34.857703 17.847093 10.261020 -1.2 1.0 0.7
C 35.784221 18.504158 11.265294 0.3 -0.4 -0.5
O 31.586089 17.246384 12.285567 0.3 0.0 -0.7
C 31.574136 16.711851 13.611150 0.6 0.1 1.5
C 30.718986 17.571628 14.534569 0.8 -0.4 -0.1
H 31.812199 17.366114 9.009995 -0.2 -0.2 -0.2
H 30.784786 18.465662 7.993951 -0.3 -0.3 0.2
H 32.317278 18.975631 8.535199 0.1 -0.1 0.1
H 30.469514 19.982244 9.744055 0.0 0.1 0.5
H 30.092747 18.479228 10.592596 0.2 -0.1 -0.1
H 35.283948 16.942330 9.844937 -0.2 -0.2 -0.1
H 34.543642 18.557264 9.499101 0.7 -0.1 -0.5
H 36.766474 18.532409 10.787199 0.1 0.2 0.0
H 35.451640 19.506979 11.513304 0.1 0.0 0.1
H 35.878432 17.902150 12.167066 -0.1 0.1 0.1
H 31.202975 15.690856 13.722262 -0.2 0.0 -1.1
H 32.615053 16.641523 13.943579 -0.1 0.3 0.2
H 29.696983 17.490789 14.170132 -0.1 0.5 0.2
H 30.784971 17.168435 15.546988 -0.2 -0.1 0.0
H 31.135321 18.576456 14.588003 -0.4 0.2 -0.2
C 40.968352 15.513687 4.776775 -0.7 -1.3 0.0
C 40.515050 16.713061 5.605986 1.3 0.2 -1.9
O 39.425063 16.383173 6.435293 0.3 -0.8 0.4
P 38.744627 17.433470 7.386809 -0.7 0.5 0.3
O 38.120451 18.561558 6.688584 0.1 0.0 0.2
O 37.685797 16.549007 8.186323 0.6 -0.1 -0.7
C 37.955186 15.205166 8.640214 1.2 0.0 1.4
C 38.412170 15.241866 10.100803 -0.3 -0.1 0.4
O 39.829595 17.827103 8.470424 -0.1 -0.3 0.0
C 40.505105 19.105369 8.516421 -0.4 0.3 -0.9
C 40.281303 19.717864 9.874917 -0.7 -0.3 0.5
H 41.686654 14.794833 5.178435 0.1 0.5 0.6
H 40.073370 14.900412 4.618827 0.0 0.1 -0.2
H 41.358192 15.750336 3.787647 -0.1 0.5 0.1
H 41.394410 17.132896 6.098277 -0.4 0.1 0.7
H 40.205710 17.435038 4.847806 -0.3 0.3 0.3
H 37.053407 14.624437 8.467260 0.1 0.0 0.0
H 38.845095 14.740651 8.203936 -0.6 0.2 -1.1
H 37.645818 15.585561 10.796864 0.0 0.0 0.0
H 38.772894 14.260040 10.421880 -0.4 -0.1 -0.1
H 39.286613 15.882450 10.211834 -0.1 0.2 -0.2
H 41.529594 18.897397 8.209529 0.3 0.1 0.7
H 40.116926 19.730795 7.708335 -0.2 0.1 0.2
H 40.369341 18.932758 10.629373 0.8 0.2 0.1
H 40.866520 20.613274 10.066939 0.4 -0.3 0.1
H 39.245841 20.028019 10.053796 -0.1 0.0 -0.7
C 30.448150 11.417813 7.385380 0.5 -0.2 -0.5
C 30.101942 12.888325 7.454212 0.1 0.0 0.9
O 28.665790 12.985119 7.372400 -0.5 0.4 -0.8
P 27.807213 13.601800 6.186937 -0.5 0.1 0.8
O 26.378614 13.725398 6.482693 0.2 0.1 0.3
O 28.504271 14.983531 5.827158 1.2 0.0 -0.8
C 28.321188 16.167116 6.629990 -1.7 -0.7 1.2
C 29.096019 16.169734 7.937372 1.3 -0.5 -0.5
O 28.111383 12.609741 5.006892 0.8 0.4 -0.4
C 27.772924 12.912997 3.647070 0.3 -0.4 -1.1
C 26.346009 12.514984 3.310002 0.0 1.0 0.5
H 29.728413 10.821393 7.939084 0.0 0.0 0.1
H 30.439789 11.103238 6.337739 -0.4 0.0 0.0
H 31.466149 11.167529 7.690530 0.0 0.3 0.4
H 30.271118 13.378597 8.417730 0.5 -0.5 0.1
H 30.704016 13.467830 6.747551 -0.7 0.1 -0.4
H 28.479886 17.085526 6.070495 0.2 -0.4 -0.5
H 27.256454 16.076879 6.891318 0.1 0.7 0.0
H 28.980545 17.116712 8.458752 -0.5 -0.2 0.2
H 28.883729 15.289944 8.542389 -0.5 0.3 0.2
H 30.179214 16.095579 7.781325 -0.1 0.1 -0.4
H 28.019069 13.945078 3.379063 -0.3 0.1 0.4
H 28.466793 12.340049 3.021756 0.0 -0.2 0.3
H 26.152430 12.610334 2.242051 0.2 -0.3 -0.1
H 26.139675 11.517770 3.688612 -0.1 -0.1 -0.2
H 25.681204 13.235171 3.791250 -0.2 -0.3 0.2
C 29.987961 9.980677 12.036884 -1.9 0.2 0.0
C 29.515513 8.965695 10.966724 2.0 -0.1 0.2
O 30.088391 7.738689 11.469833 -0.9 -0.2 -0.3
C 30.627390 7.908437 12.685233 0.7 -0.5 0.6
O 31.057254 7.017703 13.359104 -0.3 0.6 -0.4
O 30.655384 9.215103 13.028627 0.1 0.0 -0.4
H 29.056304 10.349487 12.480865 0.3 0.3 0.2
H 30.543853 10.838467 11.666493 0.5 -0.3 0.1
H 30.015489 9.095276 10.008719 -0.4 0.3 -0.2
H 28.436033 8.927767 10.867101 0.0 -0.3 0.0
C 35.722309 9.930317 9.173862 -1.1 0.6 -0.4
C 34.266989 9.450853 9.305139 0.4 1.9 0.0
O 34.184260 9.355779 10.712163 -1.4 -1.3 0.5
C 35.376801 9.344466 11.320646 0.0 0.7 -1.6
O 35.569137 9.233164 12.467248 0.2 -0.4 1.6
O 36.343944 9.607616 10.406574 0.5 -0.7 -0.6
H 35.658918 11.021516 9.163566 0.4 0.0 -0.6
H 36.147276 9.509513 8.266314 0.8 0.1 0.4
H 33.945113 8.619390 8.677171 0.3 -0.6 0.8
H 33.640745 10.301179 9.030411 -0.2 -0.2 -0.1
```
Positions in Å, forces in eV/Å.

Properties
Total charge: 0
LUMO in eV: -0.232
SMILES string: CCOP(=O)(OCC)OCC.CCOP(=O)(OCC)OCC.CCOP(=O)(OCC)OCC.O=C1OCCO1.O=C1OCCO1.CC#N.CC#N.CC#N.CC#N
HOMO in eV: -10.37
E in eV: -104926.188
F_max in eV Å⁻¹: 2.313

These are the Löwdin partial charges, in e, on atoms 1 to 2: -0.061, -0.255

***

2.
The following is a quantum chemistry calculation of 7 unconnected molecules or ions with the total composition C32H66ClF3IN2O7 in a non-equilibrium geometry, from the Open Molecules 2025 dataset.

```
112
Properties=species:S:1:pos:R:3:forces:R:3
C -0.846759 6.311350 0.006305 0.1 -1.0 -0.1
C 0.134060 5.700683 1.169448 -1.1 1.3 -1.2
N 0.527332 4.317858 0.660844 2.0 1.4 -2.0
C 1.293160 4.334079 -0.551878 -0.2 -5.0 0.3
C 1.703830 2.934750 -1.170709 -2.2 -0.4 2.8
C 2.561994 2.867674 -2.516055 0.4 1.3 0.5
C 3.976636 3.605992 -2.221652 0.7 -0.2 -0.1
C 5.169711 2.611470 -1.810341 1.0 1.4 0.1
Cl 4.666677 1.211894 -0.726751 0.2 0.9 -0.7
C 1.210910 1.654781 -0.375496 0.0 4.3 0.6
C 1.503205 0.170414 -0.885700 -0.9 0.9 -0.1
C 0.117193 -0.519154 -1.353637 -0.3 0.3 0.3
C -0.909511 0.482256 -2.079348 -1.7 -1.5 -0.6
F -1.846917 -0.346854 -2.832203 2.3 2.4 1.8
F -0.312731 1.345407 -3.044070 -1.4 -1.7 2.7
F -1.752592 1.193648 -1.122229 2.6 -1.4 -2.8
C 0.410561 1.997965 0.954315 0.8 0.1 -1.7
C -0.088051 0.760019 1.858148 0.5 1.7 0.8
C -1.669375 0.756944 2.144871 -1.7 -4.8 -2.7
O -2.317002 -0.239191 1.686110 2.9 4.7 2.2
I -2.792138 2.242465 3.265603 0.9 -0.6 -0.5
N 0.107415 3.307945 1.410515 1.6 -3.3 -2.5
H -0.254333 6.896563 -0.789322 -1.0 -0.7 1.4
H -1.292407 5.396758 -0.533529 0.4 1.5 0.8
H -1.718952 6.899869 0.450956 1.5 -0.6 -0.7
H -0.453534 5.648784 2.148470 1.3 -0.4 -1.4
H 1.063500 6.367252 1.226855 -1.3 -1.3 0.3
H 1.605756 5.284964 -1.104556 -0.8 -1.3 1.4
H 2.771062 1.814473 -2.901805 -0.6 1.5 0.7
H 2.058585 3.486856 -3.355263 0.5 -1.2 1.5
H 3.898206 4.392280 -1.383385 -0.1 -1.3 -1.3
H 4.337656 4.181977 -3.155833 -0.6 -1.0 1.4
H 5.922947 3.237976 -1.190985 -1.3 -1.2 -1.0
H 5.762999 2.182272 -2.687175 -1.2 0.5 1.2
H 1.993730 -0.416308 -0.036585 -0.8 0.7 -1.2
H 2.198956 0.157767 -1.789260 -0.9 0.3 1.5
H -0.444526 -0.961601 -0.449012 0.7 0.8 -1.5
H 0.351892 -1.374543 -2.072432 -0.3 1.3 0.9
H 0.456111 0.869782 2.870712 -0.8 -0.1 -1.4
H 0.217051 -0.245905 1.417950 -0.7 1.6 0.6
C 4.080599 -3.927867 -3.180715 -0.1 -0.3 0.1
C 3.160874 -2.734954 -3.382092 0.7 -0.1 -0.1
C 3.834896 -1.648156 -4.204949 -0.1 0.2 -0.1
O 2.786928 -2.203027 -2.109418 -0.3 0.2 0.2
H 4.987326 -3.635252 -2.640644 0.0 0.1 -0.1
H 3.587255 -4.695312 -2.578302 0.0 0.1 -0.1
H 4.371335 -4.367871 -4.137702 0.0 0.0 0.1
H 2.243426 -3.058852 -3.881741 0.0 0.0 0.2
H 4.733052 -1.276260 -3.700217 0.0 -0.2 0.0
H 3.165665 -0.791366 -4.332165 0.0 -0.1 -0.1
H 4.118576 -2.019600 -5.192636 0.0 0.1 0.1
H 3.593116 -1.913828 -1.658813 -0.1 -0.2 -0.1
C 0.522727 -4.090800 4.394730 -0.1 -0.1 0.3
C 0.058724 -2.881974 3.599149 0.4 -0.6 -0.2
C -0.115978 -3.222300 2.127485 -0.1 0.1 -0.2
O 1.016112 -1.828553 3.733968 0.0 0.4 -0.1
H 1.492888 -4.447718 4.032754 -0.1 0.0 -0.1
H 0.654856 -3.829300 5.448206 -0.1 0.0 -0.1
H -0.198332 -4.908900 4.325216 0.0 0.1 0.0
H -0.887596 -2.515293 4.006165 0.2 0.1 0.0
H 0.832129 -3.549433 1.686784 0.0 -0.1 0.1
H -0.439463 -2.341208 1.564830 -0.2 -0.1 0.1
H -0.855818 -4.014762 1.990961 0.1 0.1 0.0
H 1.858292 -2.143229 3.377190 -0.2 0.0 0.1
C -3.105502 3.069201 -3.079532 -0.2 0.1 0.2
C -3.580094 4.281222 -3.864816 0.4 -0.5 -0.3
C -3.767908 3.949179 -5.336550 -0.2 0.2 -0.2
O -2.624887 5.334129 -3.734478 0.1 0.3 0.3
H -2.139455 2.712838 -3.448604 -0.2 0.1 -0.2
H -2.965274 3.324766 -2.025468 -0.1 0.0 -0.1
H -3.828688 2.252468 -3.148243 0.1 0.0 0.0
H -4.523312 4.643742 -3.446805 0.2 0.2 0.0
H -2.823638 3.626814 -5.787891 0.0 -0.1 0.1
H -4.097688 4.832364 -5.890450 0.0 -0.1 0.1
H -4.507449 3.155725 -5.471036 0.1 0.0 0.0
H -1.786955 5.022106 -4.102357 -0.2 0.0 0.0
C -1.386480 -3.799712 -3.242352 0.1 0.2 0.2
C -0.655088 -3.887081 -4.572808 -0.6 -0.5 0.1
C -1.628826 -4.035448 -5.730976 0.1 0.2 -0.3
O 0.232584 -5.003241 -4.553914 0.3 0.1 0.0
H -1.965118 -4.710185 -3.056142 0.0 0.1 -0.1
H -0.673655 -3.705203 -2.417464 0.0 0.0 -0.1
H -2.063623 -2.941979 -3.219220 0.0 -0.1 0.0
H -0.045997 -2.989432 -4.717266 0.1 -0.2 0.0
H -2.218090 -4.952619 -5.630615 0.0 0.1 0.1
H -1.089335 -4.108567 -6.679247 0.0 0.1 0.1
H -2.313542 -3.184900 -5.782736 0.0 -0.1 0.0
H -0.296268 -5.802795 -4.426713 0.1 0.2 0.0
C 1.938751 2.450913 7.245540 -0.1 0.3 0.0
C 1.198259 1.632330 6.199975 0.5 -0.3 0.5
C 1.172819 0.158206 6.567656 -0.3 -0.2 -0.1
O 1.834671 1.794559 4.930652 -0.1 0.1 -0.5
H 2.980810 2.125599 7.330086 -0.1 -0.1 0.0
H 1.959193 3.507172 6.962715 -0.1 -0.1 0.0
H 1.464530 2.360571 8.225983 0.1 0.0 -0.1
H 0.173949 2.003144 6.100333 0.1 0.0 -0.2
H 2.188938 -0.245406 6.627351 0.0 0.1 0.1
H 0.647903 -0.419497 5.802124 0.1 0.1 0.1
H 0.677278 -0.003065 7.528552 0.1 0.0 0.0
H 2.741891 1.468952 5.009125 -0.2 0.0 0.1
C -5.482476 -4.185903 4.274261 -0.1 -0.1 0.3
C -4.101028 -3.553389 4.332201 -0.4 -0.1 -0.6
C -3.953177 -2.448834 3.297976 0.2 0.2 0.1
O -3.110632 -4.554827 4.100637 0.3 -0.1 0.2
H -5.663043 -4.640515 3.294633 0.0 0.2 0.0
H -5.570011 -4.985491 5.014947 0.0 0.1 0.0
H -6.263907 -3.445711 4.464622 0.0 -0.1 0.0
H -3.924908 -3.146581 5.332105 0.2 -0.2 -0.1
H -4.080099 -2.842420 2.284062 -0.1 0.0 0.1
H -2.952352 -2.011932 3.343756 -0.2 0.0 0.0
H -4.688386 -1.656048 3.458604 0.1 0.0 -0.1
H -3.258583 -4.921017 3.217859 -0.1 0.1 0.2
```
Positions in Å, forces in eV/Å.

Properties
Total charge: +1
LUMO in eV: -4.199
HOMO in eV: -11.73
E in eV: -80331.325
F_max in eV Å⁻¹: 5.960

These are the Löwdin partial charges, in e, on atoms 1 to 2: -0.076, -0.128

***

- Look up the total charge of the second one.
  +1

***

- Which of these has the lowest total charge?
  C32H65N4O18P3

***

- What is the E in the first record?
  -104926.188 eV

***

- Among the records above, which one has the lowest E?
  C32H65N4O18P3